DFT (the ωB97M-V functional and the def2-TZVPD basis) results for a cluster of 2 separate species, C3H10NPS2 in total in a non-equilibrium geometry.

Results
* E: -1312.72037 hartree
* E_HOMO (spin up / spin down): -7.732 / -8.012 eV
* ΔE to the lowest compared entry with this formula, charge and spin: 242.0 kJ/mol
* gap between HOMO and LUMO (spin up / spin down): 7.61 / 6.91 eV

Geometry as ORCA input:
```
! RIJCOSX wB97M-V def2-TZVPD def2/J DEFGRID3
* xyz 0 1
C -0.55420 2.31308 -0.10261
C -0.59597 -2.02466 1.84293
C 0.70827 1.71856 0.27283
N 0.27380 -0.92182 -2.30645
P 0.64768 -1.02788 -0.71733
S 2.11117 -2.27388 -0.47287
S -1.18336 -1.87425 0.10588
H -0.68567 2.41741 -1.26791
H -1.50223 1.87505 0.33864
H -0.60183 3.40077 0.25246
H -0.32158 -3.05931 2.06825
H -1.38005 -1.70093 2.52536
H 0.26827 -1.36084 1.94322
H 0.86747 1.43251 1.30773
H 1.50850 1.99175 -0.45354
H 0.96523 -0.53536 -2.94813
H -0.52550 -0.37020 -2.38847
*
```

Atomic partial charges in e from the Mulliken method, atoms 1 to 5:
1. C -0.6860
2. C -0.7356
3. C -0.6807
4. N -0.5319
5. P 0.3367